[1]
71
Properties=species:S:1:pos:R:3:mulliken_charge:R:1 method="wB97M-V/def2-TZVPD" total_energy_ev=-63706.10598 s_squared=2.056 homo_lumo_gap_ev="7.23 / 4.77" total_charge=+2 homo_ev="-13.67 / -13.67" e_above_lowest_kcal_mol=5.7 multiplicity=3
Au -1.271 0.397 0.818 0.808
C -2.626 -3.817 2.713 -1.486
C -1.672 -2.707 2.333 0.596
O -2.064 -1.677 1.794 -0.542
C -0.202 -2.880 2.589 0.701
C 0.303 -4.142 2.716 -0.535
C 1.695 -4.377 2.933 -0.740
C 2.612 -3.317 2.861 -0.730
C 2.160 -2.030 2.723 -0.383
C 0.714 -1.715 2.733 0.509
O 0.307 -0.580 2.882 -0.594
H -3.651 -3.438 2.681 0.369
H -2.389 -4.183 3.717 0.432
H -2.499 -4.647 2.011 0.373
H -0.331 -5.015 2.715 0.472
H 2.040 -5.378 3.168 0.447
H 3.671 -3.487 2.962 0.490
H 2.818 -1.176 2.698 0.461
O -0.660 -0.453 -1.089 -0.434
S -0.623 -1.968 -1.253 0.965
C 1.157 -2.332 -1.564 -1.139
C 1.852 -1.418 -2.526 0.089
C 2.128 -1.751 -3.844 -0.319
C 2.709 -0.815 -4.698 -0.555
C 3.087 0.446 -4.241 -0.633
C 2.857 0.767 -2.911 -0.690
C 2.257 -0.164 -2.076 0.650
C -1.215 -2.108 -2.936 -1.186
C -2.653 -1.782 -3.067 0.204
C -3.028 -0.529 -3.520 -0.248
C -4.364 -0.203 -3.644 -0.625
C -5.353 -1.130 -3.326 -0.478
C -4.968 -2.412 -2.893 -0.714
C -3.635 -2.711 -2.760 -0.258
H 1.166 -3.393 -1.829 0.678
H 1.586 -2.241 -0.560 0.265
H 1.921 -2.732 -4.242 0.435
H 2.901 -1.056 -5.747 0.390
H 3.551 1.144 -4.928 0.429
H 3.189 1.737 -2.529 0.374
H 2.068 0.088 -1.036 0.025
H -0.963 -3.126 -3.236 0.714
H -0.602 -1.410 -3.486 0.445
H -2.267 0.202 -3.788 0.390
H -4.641 0.804 -3.976 0.383
H -6.398 -0.863 -3.396 0.422
H -5.727 -3.122 -2.612 0.417
H -3.353 -3.710 -2.435 0.404
Te 1.038 1.688 1.116 0.539
C 1.108 3.399 0.023 1.072
C 0.022 4.227 -0.236 -0.356
C 0.275 5.507 -0.750 -0.715
C 1.571 5.958 -0.967 -0.499
C 2.637 5.110 -0.718 -0.687
C 2.414 3.837 -0.218 -0.622
C 0.532 2.527 2.937 1.134
C 1.321 2.204 4.048 -0.431
C 1.059 2.788 5.270 -0.770
C -0.001 3.676 5.397 -0.473
C -0.842 3.949 4.303 -0.742
C -0.559 3.380 3.059 -0.351
H -1.004 3.958 -0.009 0.413
H -0.553 6.185 -0.971 0.404
H 1.765 6.962 -1.316 0.423
H 3.651 5.447 -0.893 0.419
H 3.261 3.185 -0.053 0.371
H 2.148 1.509 3.948 0.318
H 1.682 2.556 6.121 0.428
H -0.192 4.188 6.343 0.401
H -1.684 4.609 4.407 0.440
H -1.244 3.562 2.259 0.236

[2]
54
Properties=species:S:1:pos:R:3:mulliken_charge:R:1 method="wB97M-V/def2-TZVPD" total_energy_ev=-35354.44123 homo_lumo_gap_ev=9.87 homo_ev=-9.78 e_above_lowest_kcal_mol=0.0 smiles="NC(N)=O.OCCO.OCCO.OCCO.OCCO.O.O"
N -19.566 20.099 -8.792 -0.029
C -20.393 21.180 -8.812 0.718
N -20.268 21.957 -9.926 -0.236
O -21.225 21.409 -7.934 -0.581
H -18.833 20.071 -9.481 -0.010
H -19.641 19.390 -8.085 -0.010
H -20.855 22.779 -10.012 0.251
H -19.729 21.654 -10.717 0.072
O -16.414 17.194 -5.699 -0.524
C -15.440 17.712 -6.597 -0.769
C -15.905 17.686 -8.017 0.433
O -15.858 16.335 -8.471 -0.571
H -16.681 16.329 -6.030 0.336
H -15.217 18.732 -6.286 0.364
H -14.512 17.143 -6.474 0.301
H -15.236 18.316 -8.620 0.243
H -16.910 18.109 -8.089 -0.115
H -16.267 16.306 -9.340 0.302
O -17.874 19.441 -11.405 -0.511
C -16.461 19.457 -11.363 -0.015
C -15.923 20.278 -12.523 -0.572
O -16.559 19.812 -13.726 -0.561
H -18.069 19.190 -12.319 0.323
H -16.128 19.886 -10.416 0.245
H -16.025 18.451 -11.428 0.165
H -14.844 20.166 -12.655 0.351
H -16.151 21.336 -12.412 0.279
H -15.996 19.174 -14.170 0.307
O -19.307 17.560 -7.317 -0.792
C -19.415 16.625 -8.381 0.221
C -20.614 15.718 -8.267 -0.684
O -20.471 14.911 -7.103 -0.539
H -19.576 17.159 -6.482 0.324
H -19.445 17.197 -9.314 0.136
H -18.481 16.055 -8.451 0.214
H -20.703 15.118 -9.177 0.325
H -21.525 16.317 -8.196 0.355
H -21.240 15.016 -6.537 0.334
O -24.283 24.811 -8.546 -0.564
C -23.135 24.192 -7.975 -0.289
C -21.830 24.809 -8.427 -0.234
O -21.610 24.595 -9.828 -0.625
H -24.400 24.449 -9.428 0.309
H -23.207 24.242 -6.888 0.326
H -23.122 23.130 -8.236 0.173
H -21.050 24.317 -7.841 0.214
H -21.827 25.880 -8.210 0.363
H -21.848 25.403 -10.287 0.321
O -20.081 22.914 -5.803 -0.674
H -20.489 22.239 -6.370 0.290
H -19.144 22.875 -6.013 0.298
O -22.244 18.595 -7.272 -0.704
H -21.337 18.276 -7.210 0.448
H -22.154 19.547 -7.417 0.269

[3]
77
Properties=species:S:1:pos:R:3:mulliken_charge:R:1 method="wB97M-V/def2-TZVPD" total_energy_ev=-41836.06005 homo_lumo_gap_ev=9.59 homo_ev=-9.25 e_above_lowest_kcal_mol=0.0 smiles="NC(N)=O.CCO.CO.CO.CO.CO.CO.CO.CO.CO.CO.CO"
N -15.379 19.779 15.099 -0.112
C -15.246 18.481 15.290 0.079
N -16.018 18.060 16.219 -0.136
O -14.256 17.698 14.699 -0.811
H -14.778 20.167 14.365 0.272
H -16.070 20.356 15.615 0.142
H -15.612 17.251 16.661 0.239
H -16.485 18.695 16.807 0.001
C -20.854 22.558 10.740 -1.139
C -19.536 22.213 11.328 0.233
O -19.434 20.827 11.484 -0.042
H -21.002 22.146 9.728 0.275
H -21.021 23.634 10.646 0.404
H -21.607 22.237 11.442 0.109
H -19.331 22.669 12.267 -0.073
H -18.696 22.484 10.606 0.294
H -18.531 20.559 11.475 0.184
C -16.140 15.114 14.201 -0.886
O -16.235 16.309 13.406 -0.341
H -15.130 14.681 14.091 0.321
H -16.733 14.341 13.963 0.438
H -16.393 15.244 15.228 0.198
H -15.514 16.905 13.667 0.217
C -20.528 21.411 15.342 -0.448
O -20.560 20.082 15.818 -0.693
H -20.288 22.128 16.090 0.337
H -21.568 21.594 15.055 0.198
H -19.821 21.199 14.571 0.109
H -20.870 19.555 15.068 0.281
C -17.953 20.831 18.265 -0.878
O -17.945 20.388 16.902 -0.006
H -18.242 19.991 18.858 0.253
H -18.708 21.586 18.484 0.259
H -17.062 21.318 18.632 0.348
H -18.899 20.406 16.623 -0.015
C -18.718 17.125 18.214 -0.628
O -18.876 16.950 19.591 -0.555
H -17.826 17.610 17.961 0.121
H -19.445 17.773 17.670 0.216
H -18.691 16.211 17.663 0.532
H -18.144 16.471 19.983 0.313
C -17.568 23.098 14.638 -0.513
O -17.348 21.892 13.911 -0.209
H -17.783 22.686 15.657 -0.014
H -18.424 23.703 14.371 0.256
H -16.692 23.809 14.663 0.352
H -16.548 21.989 13.367 0.182
C -19.497 17.661 10.337 -0.473
O -18.201 17.593 9.838 -0.609
H -19.409 18.108 11.352 -0.061
H -19.996 16.695 10.461 0.378
H -20.056 18.446 9.938 0.494
H -17.867 16.805 10.213 0.323
C -20.713 16.061 13.552 -0.389
O -19.436 15.535 13.320 -0.654
H -20.859 16.056 14.613 0.228
H -21.461 15.429 13.046 0.355
H -20.816 17.024 13.193 0.001
H -18.870 16.144 13.812 0.252
C -18.514 18.604 13.990 0.772
O -18.484 17.531 14.926 0.090
H -17.758 18.402 13.243 0.621
H -18.383 19.437 14.620 -0.439
H -19.493 18.691 13.554 -0.436
H -17.665 17.640 15.441 0.095
C -15.741 18.967 11.300 -0.514
O -16.910 19.652 10.974 -0.698
H -14.815 19.494 10.903 0.329
H -15.468 18.004 10.815 0.197
H -15.744 18.826 12.360 0.023
H -17.537 19.013 10.543 0.424
C -22.538 19.921 12.701 -0.453
O -22.247 19.012 13.738 -0.400
H -22.500 21.024 12.912 0.153
H -23.633 19.784 12.362 0.411
H -21.878 19.633 11.830 0.040
H -23.095 18.910 14.183 0.275

[4]
11
Properties=species:S:1:pos:R:3:mulliken_charge:R:1 method="wB97M-V/def2-TZVPD" total_energy_ev=-24874.43382 homo_lumo_gap_ev=8.68 homo_ev=-8.73 e_above_lowest_kcal_mol=98.6
C -0.083 -0.611 -0.041 -0.086
C -0.588 0.732 -0.538 -0.473
C 1.402 0.042 0.029 -0.762
H -1.566 -0.288 1.981 0.132
H -0.493 -1.176 -0.938 0.238
H -1.172 0.417 -1.437 0.250
H -1.299 1.393 0.173 0.313
H 1.447 0.418 1.105 0.300
H 1.993 -0.694 -0.285 0.493
S -0.466 -1.470 1.327 -0.252
S 0.824 1.238 -1.378 -0.154

[5]
10
Properties=species:S:1:pos:R:3:mulliken_charge:R:1 method="wB97M-V/def2-TZVPD" total_energy_ev=-9672.32266 homo_lumo_gap_ev=9.86 homo_ev=-9.83 e_above_lowest_kcal_mol=118.3
O 0.191 1.349 0.073 -0.405
C 0.210 0.366 1.075 0.697
N -0.981 -0.361 1.209 -0.322
N -1.151 -0.875 -0.150 -0.391
C -0.200 -0.653 -0.962 -0.336
C 0.989 0.296 -0.508 0.338
N 1.288 -0.310 0.781 -0.673
H -1.815 0.181 1.409 0.286
H -0.256 -1.070 -1.961 0.395
H 1.762 0.576 -1.228 0.411

[6]
27
Properties=species:S:1:pos:R:3:mulliken_charge:R:1 method="wB97M-V/def2-TZVPD" total_energy_ev=-97370.29655 homo_lumo_gap_ev=5.49 total_charge=-2 homo_ev=-0.15 e_above_lowest_kcal_mol=114.4
C 0.656 -1.270 1.667 -0.619
C -0.309 -0.975 2.712 -0.973
C -1.504 -1.759 2.426 -0.500
H -0.176 -0.339 3.525 0.494
C -1.328 -2.433 1.141 -0.811
C 0.013 -2.137 0.683 -0.549
H 0.440 -2.465 -0.218 0.511
H 1.624 -0.874 1.599 0.592
H -2.409 -1.712 2.969 0.956
H -2.053 -2.988 0.641 0.533
Pb -1.144 -0.124 0.674 0.656
Br 0.325 1.500 -0.061 -0.562
C 1.615 2.411 -3.513 -0.531
C 2.046 1.112 -3.925 -0.551
C 3.221 0.781 -3.183 -0.582
H 1.572 0.497 -4.661 0.392
C 3.516 1.875 -2.312 -0.519
C 2.523 2.882 -2.516 -0.640
H 2.471 3.824 -2.012 0.388
H 0.762 2.938 -3.886 0.357
H 3.782 -0.126 -3.265 0.391
H 4.337 1.931 -1.628 0.368
F -2.848 -0.330 1.848 0.114
B -4.021 -0.538 2.667 0.200
F -4.863 0.430 2.162 -0.379
F -4.546 -1.837 2.441 -0.369
F -3.702 -0.276 4.025 -0.366

[7]
15
Properties=species:S:1:pos:R:3:mulliken_charge:R:1 method="wB97M-V/def2-TZVPD" total_energy_ev=-7367.24380 homo_lumo_gap_ev=10.96 homo_ev=-10.12 e_above_lowest_kcal_mol=19.2 smiles=CCO.CO
C 2.158 1.678 0.126 -0.992
C 1.057 1.500 1.173 -0.229
O 0.628 0.145 1.209 -0.478
H 1.732 1.731 -0.872 0.252
H 2.736 2.577 0.317 0.329
H 2.804 0.803 0.166 0.287
H 0.223 2.156 0.920 0.194
H 1.441 1.808 2.147 0.361
H 0.663 -0.165 2.117 0.284
C -1.639 -1.080 -0.895 -0.392
O -2.112 -2.270 -1.517 -0.522
H -0.834 -0.620 -1.470 0.211
H -2.442 -0.349 -0.764 0.269
H -1.250 -1.344 0.081 0.136
H -2.488 -2.033 -2.367 0.290

[8]
65
Properties=species:S:1:pos:R:3:mulliken_charge:R:1 method="wB97M-V/def2-TZVPD" total_energy_ev=-42068.98214 homo_lumo_gap_ev=6.55 total_charge=+1 homo_ev=-11.13
C -2.150 4.703 0.302 -0.953
N -1.940 3.278 0.423 0.243
C -2.981 2.422 0.604 0.228
O -4.160 2.736 0.728 -0.689
C -2.410 0.993 0.637 -0.025
C -2.963 0.094 -0.452 -0.487
C -4.438 -0.147 -0.278 0.522
C -5.327 0.141 -1.323 -0.393
C -6.706 0.005 -1.121 -0.606
C -7.196 -0.468 0.105 -0.431
C -6.295 -0.794 1.146 -0.736
C -4.915 -0.643 0.933 -0.194
N -0.978 1.232 0.511 0.545
C -0.080 0.237 0.508 0.390
C 1.294 0.497 0.386 0.296
C 2.284 -0.461 0.605 -0.095
C 3.658 -0.274 0.221 0.801
C 4.618 -1.326 0.238 -0.190
C 5.985 -1.078 0.182 -0.790
C 6.451 0.266 0.050 -0.126
N 7.837 0.564 0.074 0.924
O 8.194 1.772 0.001 -0.557
O 8.667 -0.370 0.179 -0.559
C 5.518 1.313 -0.077 -0.546
C 4.156 1.044 -0.115 -0.449
C -0.624 2.685 0.350 0.089
C 0.024 3.005 -1.017 -1.475
C 0.252 3.219 1.505 -1.479
H -3.221 4.914 0.377 0.375
H -1.616 5.236 1.094 0.299
H -1.777 5.055 -0.664 0.315
H -2.604 0.565 1.631 0.253
H -2.768 0.551 -1.429 0.337
H -2.428 -0.862 -0.411 0.389
H -4.932 0.506 -2.268 0.338
H -7.403 0.279 -1.921 0.361
H -8.270 -0.586 0.264 0.373
H -6.667 -1.146 2.109 0.379
H -4.210 -0.889 1.734 0.323
H -0.479 -0.791 0.595 0.608
H 1.600 1.518 0.135 -0.648
H 2.024 -1.314 1.314 -0.067
H 4.280 -2.367 0.287 0.320
H 6.740 -1.856 0.257 0.490
H 5.907 2.333 -0.139 0.479
H 3.463 1.848 -0.347 0.377
H -0.676 2.770 -1.829 0.343
H 0.274 4.079 -1.043 0.513
H 0.943 2.445 -1.205 0.358
H -0.348 3.241 2.424 0.409
H 1.140 2.604 1.683 0.358
H 0.574 4.245 1.254 0.445
N 1.715 -2.503 -0.170 -0.122
C 1.509 -3.414 0.787 -0.326
C 1.101 -4.699 0.471 -0.826
C 0.923 -5.019 -0.897 1.098
N 0.564 -6.279 -1.249 -0.454
C 1.126 -4.019 -1.879 -0.941
C 1.528 -2.747 -1.462 -0.410
H 1.662 -3.134 1.838 0.439
H 0.961 -5.433 1.262 0.330
H 0.447 -6.586 -2.212 0.196
H 0.441 -7.028 -0.576 0.199
H 1.010 -4.225 -2.937 0.356
H 1.695 -1.937 -2.181 0.478